This record from the Open Molecules 2025 dataset describes a cluster of 8 separate species, C63H74BrN2O in total in a non-equilibrium geometry. The level of theory is the ωB97M-V functional and the def2-TZVPD basis.

```
141
Properties=species:S:1:pos:R:3:forces:R:3:mulliken_charge:R:1
C 4.1562 3.5884 0.7571 -2.7 7.3 6.3 -0.31
C 3.8576 4.5510 1.7639 1.5 -5.9 -7.0 -0.26
C 3.5286 5.7020 2.8836 1.1 -0.8 0.4 -0.42
C 2.1694 5.4343 3.7719 0.1 0.4 0.7 -0.34
C 0.7636 5.5872 2.9444 0.1 0.0 -1.0 -0.74
C 0.4616 4.4099 1.8482 -1.1 -3.0 -3.9 0.34
C 0.0782 4.7702 0.2597 0.7 -3.8 3.4 -0.41
N -0.2181 3.5927 -0.6166 0.6 2.8 1.2 0.63
C -0.6134 4.0055 -2.0568 -2.4 0.1 -2.0 -0.44
C -1.6009 2.8518 -2.7186 2.0 -2.7 -3.0 -0.22
C -1.0624 1.8850 -3.7365 -1.3 2.6 2.4 -0.56
N -0.2156 2.2535 -0.4278 1.3 0.0 5.0 -0.54
C 0.1017 1.7346 0.9240 -0.1 4.6 -0.9 -0.29
Br 0.0366 -0.2900 1.1687 0.1 3.3 -0.5 -0.06
C 0.4381 2.7933 2.1150 -0.2 0.7 -1.0 0.82
C 0.7665 2.1893 3.6247 -0.6 0.0 -0.5 -0.49
C 2.3158 1.6925 3.8246 0.6 0.5 1.2 -0.05
C 2.5264 0.0680 3.8820 0.7 0.1 -0.2 -0.44
C 3.6777 -0.2812 2.7200 -1.1 -0.5 0.8 -0.10
C 3.6809 -1.8569 2.2651 0.5 -0.2 -0.5 -0.49
C 4.5661 -2.0946 0.8764 0.2 0.6 0.3 -0.21
C 5.5088 -0.8111 0.4790 -0.1 0.2 -0.6 -0.21
C 6.4304 -1.0889 -0.8887 -0.7 1.3 1.3 -0.56
O 5.5164 -0.8603 -2.0301 1.8 1.2 -0.3 -0.29
C 6.0830 0.1732 -2.9537 0.4 -0.8 -0.5 -0.55
H 4.2182 3.0196 -0.2845 -0.1 1.4 3.0 0.36
H 3.5776 6.7990 2.4145 -0.3 -2.7 0.7 0.38
H 4.4335 5.6752 3.6618 -1.9 0.0 -1.7 0.33
H 2.1564 6.2896 4.6050 0.0 -1.8 -1.9 0.40
H 2.2559 4.4204 4.3953 -0.2 2.2 -1.7 0.10
H 0.8234 6.6120 2.3374 -0.2 -2.3 1.2 0.33
H -0.1692 5.6569 3.6485 1.9 -0.3 -1.2 0.36
H 0.0397 5.8944 -0.1367 0.0 -3.0 0.6 0.28
H 0.3155 4.1878 -2.7445 -1.7 -0.5 1.6 0.32
H -1.2693 4.9930 -1.9787 1.7 -2.0 0.1 0.32
H -2.7527 2.7372 -2.4564 2.9 0.2 0.2 0.30
H -1.5208 0.8043 -3.7948 0.4 2.6 -0.4 0.16
H -0.2117 2.1767 -4.5216 -1.5 -0.9 2.5 0.23
H 0.0462 1.2635 3.8308 1.4 2.1 -0.6 0.02
H 0.5228 3.0152 4.4213 0.3 -1.5 -1.7 0.35
H 2.6618 2.1080 4.8890 -0.8 -0.7 -2.3 0.40
H 3.0405 2.2127 3.0463 -1.6 -1.2 1.5 -0.11
H 2.9026 -0.2655 4.9646 -0.8 0.8 -2.4 0.32
H 1.5132 -0.4890 3.7023 2.0 1.0 0.1 0.01
H 4.7193 -0.0482 3.2120 -2.0 -0.1 -1.3 0.27
H 3.4123 0.4512 1.8176 0.9 -1.7 1.9 -0.05
H 4.1678 -2.5481 3.0818 -1.1 1.6 -1.3 0.24
H 2.6054 -2.2881 2.0612 2.0 1.1 0.5 0.05
H 3.8150 -2.2674 -0.0044 1.6 0.1 1.6 0.17
H 5.2606 -3.0193 1.0591 -1.5 1.6 -0.6 0.18
H 6.1760 -0.4347 1.3824 -1.2 -1.0 -1.9 0.31
H 4.8043 0.1017 0.1755 1.6 -1.9 0.6 -0.05
H 6.9012 -2.1672 -0.8881 -0.9 2.2 -0.2 0.25
H 7.2369 -0.2276 -0.9054 -1.3 -2.0 0.1 0.36
H 5.4395 0.1960 -3.9556 1.3 -0.1 2.4 0.21
H 6.1416 1.2418 -2.4610 -0.2 -2.1 -0.9 0.17
H 7.1663 -0.1939 -3.2324 -2.0 1.0 0.4 0.29
C -1.8681 -3.6263 -4.9320 -0.1 0.1 0.1 -0.54
C -3.1494 -3.7260 -5.4734 0.0 0.1 0.1 -0.07
C -4.2046 -3.0123 -4.9059 0.2 0.0 0.1 -0.68
C -3.9762 -2.1904 -3.8019 0.1 -0.1 -0.1 -0.45
C -2.6941 -2.0879 -3.2628 0.0 -0.1 -0.2 -0.48
C -1.6407 -2.8089 -3.8246 -0.2 0.0 -0.1 -0.46
H -1.0467 -4.1854 -5.3725 -0.1 0.1 0.1 0.39
H -3.3260 -4.3611 -6.3379 0.0 0.1 0.1 0.45
H -5.2042 -3.0954 -5.3238 0.1 0.0 0.1 0.49
H -4.7974 -1.6304 -3.3625 0.1 -0.1 -0.1 0.37
H -2.5159 -1.4461 -2.4035 0.0 -0.1 -0.1 0.59
H -0.6431 -2.7330 -3.4010 -0.1 0.0 -0.1 0.40
C -4.9848 -0.6502 -7.6189 -0.1 0.0 -0.1 0.01
C -4.9538 0.6590 -8.0981 -0.1 -0.1 -0.1 -0.55
C -5.5103 0.9610 -9.3407 0.0 -0.2 0.1 -0.34
C -6.1071 -0.0456 -10.1003 0.1 0.0 0.2 -0.42
C -6.1414 -1.3542 -9.6194 0.1 0.1 0.1 -0.45
C -5.5766 -1.6579 -8.3809 0.0 0.2 0.0 -0.25
H -4.5479 -0.8858 -6.6520 0.0 0.0 -0.1 0.25
H -4.4949 1.4446 -7.5031 -0.1 -0.1 -0.1 0.36
H -5.4801 1.9800 -9.7168 0.0 -0.1 0.1 0.35
H -6.5452 0.1904 -11.0665 0.1 0.0 0.1 0.35
H -6.6079 -2.1382 -10.2108 0.1 0.1 0.1 0.36
H -5.5985 -2.6784 -8.0090 0.0 0.1 0.0 0.33
C -3.2376 -0.6287 5.9089 0.1 0.1 0.1 -0.69
C -4.0444 -0.0353 6.8793 0.2 0.0 0.0 -0.17
C -3.4961 0.8764 7.7810 0.1 -0.1 -0.1 -0.25
C -2.1416 1.2022 7.7060 -0.1 -0.1 -0.1 -0.61
C -1.3356 0.6116 6.7332 -0.2 0.0 0.0 -0.27
C -1.8820 -0.3071 5.8373 -0.2 0.1 0.1 -0.30
H -3.6645 -1.3417 5.2085 0.1 0.1 0.1 0.38
H -5.1013 -0.2841 6.9333 0.2 0.0 0.0 0.37
H -4.1236 1.3335 8.5413 0.1 0.0 -0.1 0.32
H -1.7152 1.9163 8.4055 -0.1 -0.1 -0.1 0.38
H -0.2804 0.8669 6.6738 -0.1 -0.1 0.0 0.44
H -1.2526 -0.7712 5.0831 -0.1 0.0 0.1 0.42
C -3.6153 -8.6864 -5.9452 -0.1 0.0 -0.2 -0.59
C -3.5844 -7.3772 -6.4244 -0.1 -0.1 -0.1 0.10
C -4.1408 -7.0752 -7.6670 0.0 -0.2 0.1 -0.26
C -4.7376 -8.0818 -8.4266 0.1 0.0 0.2 -0.44
C -4.7719 -9.3904 -7.9456 0.1 0.1 0.1 -0.40
C -4.2071 -9.6940 -6.7072 0.0 0.2 0.0 -0.33
H -3.1784 -8.9220 -4.9783 -0.1 0.0 -0.1 0.35
H -3.1254 -6.5916 -5.8293 -0.1 -0.2 -0.1 0.18
H -4.1106 -6.0562 -8.0431 0.0 -0.1 0.0 0.33
H -5.1757 -7.8458 -9.3928 0.1 0.0 0.1 0.35
H -5.2385 -10.1744 -8.5370 0.1 0.1 0.1 0.36
H -4.2291 -10.7146 -6.3353 0.0 0.1 -0.1 0.35
C 7.5424 5.7661 -0.3166 0.1 0.2 0.1 -0.45
C 7.0311 6.0159 0.9565 0.1 0.1 0.0 0.46
C 7.6737 6.9197 1.8021 0.1 0.0 -0.3 -0.47
C 8.8233 7.5818 1.3702 -0.1 -0.1 -0.1 -0.39
C 9.3325 7.3348 0.0956 -0.1 -0.1 0.1 -0.45
C 8.6951 6.4239 -0.7464 -0.1 0.0 0.2 -0.40
H 7.0432 5.0591 -0.9740 0.1 0.1 0.1 0.38
H 6.1313 5.5051 1.2904 0.2 0.1 -0.1 -0.14
H 7.2788 7.1091 2.7965 0.1 0.0 -0.1 0.33
H 9.3215 8.2898 2.0272 -0.1 -0.1 -0.1 0.36
H 10.2275 7.8520 -0.2414 -0.1 -0.1 0.1 0.36
H 9.0952 6.2276 -1.7373 -0.1 0.0 0.1 0.36
C 4.4155 -7.2361 2.0100 -0.1 0.1 -0.1 -0.40
C 3.1153 -7.0820 2.4901 0.1 0.1 -0.1 -0.39
C 2.2139 -6.2608 1.8133 0.2 0.0 -0.1 -0.47
C 2.6103 -5.6009 0.6498 0.1 -0.1 0.1 -0.29
C 3.9095 -5.7580 0.1677 0.0 0.0 0.1 -0.41
C 4.8136 -6.5718 0.8496 -0.2 0.0 0.1 -0.39
H 5.1187 -7.8734 2.5397 -0.1 0.1 -0.1 0.37
H 2.8044 -7.6017 3.3930 0.1 0.1 -0.1 0.37
H 1.2029 -6.1356 2.1914 0.1 0.0 -0.1 0.37
H 1.9065 -4.9648 0.1195 0.1 -0.1 0.0 0.45
H 4.2177 -5.2449 -0.7400 0.0 -0.1 0.1 0.40
H 5.8273 -6.6896 0.4768 -0.1 0.0 0.0 0.38
C -7.4083 1.4554 8.0927 -0.1 0.1 -0.2 -0.08
C -8.7085 1.6095 8.5728 0.0 0.1 -0.1 -0.56
C -9.6099 2.4306 7.8960 0.2 0.0 -0.1 -0.36
C -9.2135 3.0905 6.7325 0.1 -0.1 0.1 -0.35
C -7.9143 2.9334 6.2504 -0.1 -0.1 0.1 -0.53
C -7.0102 2.1196 6.9323 -0.2 0.0 0.1 -0.03
H -6.7051 0.8180 8.6224 -0.1 0.1 0.0 0.29
H -9.0194 1.0898 9.4757 0.1 0.1 -0.1 0.35
H -10.6209 2.5558 8.2741 0.1 0.0 -0.1 0.36
H -9.9172 3.7266 6.2022 0.1 -0.1 0.1 0.35
H -7.6061 3.4465 5.3427 0.0 -0.1 0.1 0.34
H -5.9965 2.0018 6.5595 -0.1 0.0 0.0 0.24
```
Positions in Å, forces in eV/Å.

Results
Net charge: +1
LUMO (eV): -4.5
Highest occupied orbital energy (eV): -10.4